The following is a DFT calculation (ωB97M-V/def2-TZVPD) of C3H6N2O in the gas phase at a distorted geometry.

Total energy = -8232.034 eV
Relative energy (zero: lowest compared OMol25 entry of this formula, charge and spin) = 4.6648 eV
SMILES = CN1N=CCO1
Highest occupied orbital energy = -8.0542 eV
Net charge = 0
HOMO-LUMO gap = 9.18 eV

Last column: Mulliken charge in e.
Element x y z (Å)
1 C -2.0356 0.0696 0.0393  -0.77
2 N -0.6354 0.1085 -0.4323  0.23
3 N 0.1340 1.1487 -0.1403  -0.53
4 C 1.3464 0.8406 0.0953  -0.23
5 C 1.5776 -0.6739 -0.0260  -0.19
6 O 0.2851 -1.1202 -0.3119  -0.36
7 H -2.1685 -0.9695 -0.0563  0.32
8 H -2.1205 0.4219 1.0071  0.31
9 H -2.6170 0.5156 -0.6373  0.33
10 H 2.1681 1.4689 0.3662  0.41
11 H 2.1850 -0.8302 -0.9030  0.26
12 H 1.8808 -0.9800 0.9991  0.22